124
Properties=species:S:1:pos:R:3:lowdin_charge:R:1 method="wB97M-V/def2-TZVPD" largest_force_ev_per_a=2.47 multiplicity=1 orbital_gap_ha=0.25484 total_charge=0
Ba -0.480 0.463 0.394 1.47
C -1.321 -3.076 -1.976 -0.53
C 0.145 -3.477 -1.832 -0.50
S 1.068 -2.448 -0.666 0.86
C 2.517 -1.971 -1.612 -0.55
C 2.324 -1.188 -2.904 -0.50
S 1.311 0.305 -2.729 0.82
C 0.152 0.042 -4.085 -0.54
C -0.746 -1.189 -3.984 -0.50
S -1.638 -1.356 -2.416 0.82
H -1.812 -3.753 -2.679 0.08
H -1.836 -3.187 -1.021 0.05
H 0.181 -4.522 -1.517 0.08
H 0.647 -3.438 -2.800 0.06
H 3.023 -1.330 -0.897 0.00
H 3.152 -2.840 -1.807 0.09
H 3.317 -0.917 -3.272 0.08
H 1.884 -1.821 -3.674 0.06
H -0.449 0.949 -4.096 0.04
H 0.683 0.006 -5.039 0.08
H -1.469 -1.155 -4.802 0.08
H -0.162 -2.096 -4.144 0.06
N -3.602 2.946 -2.699 0.03
C -2.875 1.828 -2.731 -0.22
N -1.659 2.065 -2.287 0.09
C -1.727 3.383 -1.944 -0.37
N -2.883 3.960 -2.183 0.14
C -0.634 4.101 -1.271 -0.20
C -0.430 5.461 -1.485 -0.06
N 0.502 6.144 -0.834 0.10
C 1.218 5.453 0.045 -0.11
C 1.023 4.095 0.255 -0.13
N 0.105 3.402 -0.411 0.09
H -4.582 3.066 -2.883 0.16
H -3.271 0.880 -3.060 0.11
H -1.052 5.988 -2.198 0.12
H 1.973 5.981 0.615 0.11
H 1.611 3.568 0.993 0.07
Cl 1.724 -5.116 5.429 0.63
C 1.219 -3.717 4.520 -0.68
C 1.846 -2.491 4.744 -0.11
C 1.484 -1.371 4.031 -0.01
C 0.467 -1.434 3.051 -0.38
O 0.126 -0.396 2.366 -0.48
C -0.179 -2.686 2.857 -0.13
C -1.236 -2.889 1.877 -0.21
O -1.628 -2.104 1.025 -0.13
C 0.205 -3.814 3.598 -0.06
H 2.624 -2.429 5.494 0.11
H 1.951 -0.418 4.228 0.10
H -1.705 -3.891 1.940 0.13
H -0.297 -4.760 3.435 0.11
Se -3.269 1.734 0.740 0.47
C -4.255 0.613 1.908 -0.71
C -4.427 -0.752 1.662 -0.14
C -5.091 -1.545 2.581 -0.17
N -5.617 -1.100 3.723 0.04
C -5.487 0.209 3.939 -0.18
C -4.837 1.085 3.087 -0.16
H -4.022 -1.198 0.765 0.08
H -5.200 -2.608 2.381 0.10
H -5.929 0.589 4.856 0.10
H -4.778 2.136 3.342 0.09
N -0.952 2.634 5.966 0.08
C -1.096 2.651 4.621 -0.96
N -1.991 1.812 4.098 0.10
S -0.200 3.702 3.666 0.60
H -1.625 2.175 6.556 0.10
H -0.372 3.346 6.367 0.08
H -2.436 1.085 4.635 0.11
H -2.037 1.739 3.091 -0.01
O 2.671 0.450 0.355 -0.41
P 4.101 0.571 0.837 0.82
C 5.008 1.646 -0.324 -0.32
C 4.199 2.902 -0.675 -0.20
C 5.008 3.790 -1.611 -0.18
C 6.264 4.342 -0.916 -0.19
C 6.710 3.454 0.251 -0.20
C 6.498 1.977 -0.057 -0.18
C 4.125 1.073 2.591 -0.31
C 2.975 2.057 2.914 -0.21
C 3.493 3.466 3.146 -0.21
C 4.375 3.500 4.400 -0.18
C 5.148 2.186 4.582 -0.18
C 5.444 1.538 3.233 -0.18
C 4.940 -1.048 0.719 -0.34
C 6.451 -1.122 1.006 -0.19
C 6.858 -2.583 1.152 -0.19
C 6.253 -3.187 2.424 -0.18
C 4.894 -2.559 2.760 -0.19
C 4.153 -2.131 1.500 -0.18
H 4.975 1.012 -1.223 0.12
H 3.955 3.458 0.234 0.09
H 3.250 2.602 -1.119 0.10
H 4.387 4.605 -1.989 0.11
H 5.290 3.198 -2.488 0.11
H 6.076 5.352 -0.546 0.11
H 7.076 4.432 -1.641 0.11
H 6.152 3.721 1.151 0.09
H 7.759 3.640 0.489 0.12
H 6.919 1.357 0.734 0.08
H 7.070 1.726 -0.955 0.12
H 3.864 0.118 3.066 0.09
H 2.454 1.727 3.814 0.10
H 2.211 2.000 2.137 0.06
H 2.658 4.159 3.261 0.07
H 4.060 3.801 2.273 0.09
H 3.743 3.679 5.273 0.11
H 5.070 4.342 4.348 0.11
H 4.567 1.485 5.189 0.11
H 6.077 2.360 5.128 0.11
H 6.128 0.696 3.357 0.10
H 5.959 2.268 2.603 0.09
H 4.842 -1.275 -0.349 0.10
H 6.717 -0.585 1.921 0.10
H 7.004 -0.639 0.200 0.10
H 7.945 -2.684 1.158 0.11
H 6.508 -3.130 0.270 0.11
H 6.940 -3.044 3.262 0.11
H 6.145 -4.267 2.301 0.11
H 5.036 -1.688 3.409 0.10
H 4.282 -3.258 3.331 0.10
H 3.141 -1.789 1.733 0.09
H 4.013 -3.001 0.852 0.12